No. 1
Here is C34H53MgN2O3Si4Te as an isolated structure from OMol25. Energies are from wB97M-V/def2-TZVPD.

Structure (ORCA input):
```
! wB97M-V def2-TZVPD RIJCOSX def2/J DEFGRID3
* xyz -1 1
Mg -0.70477 1.40036 0.35245
C -2.52044 -1.06204 3.57729
O -2.89395 0.12104 4.27289
C -3.47758 1.12058 3.53597
C -4.60830 1.70043 4.07330
C -5.26033 2.75552 3.43482
C -4.75530 3.21434 2.23771
C -3.59912 2.65873 1.67737
C -3.11666 3.25587 0.43579
N -2.03571 2.91253 -0.14651
N -1.71007 3.56078 -1.33725
C -0.45576 3.28815 -1.63268
O 0.37109 2.64042 -0.89459
C -0.01837 3.72681 -2.99103
C 1.02542 3.03740 -3.59717
C 1.44109 3.38523 -4.87581
C 0.82886 4.43644 -5.54429
C -0.20615 5.13567 -4.93229
C -0.63322 4.77985 -3.66219
C -2.91224 1.59211 2.32320
O -1.79208 1.09377 1.88167
H -2.42436 -1.83972 4.33427
H -1.58575 -0.94152 3.03440
H -3.30141 -1.34794 2.86870
H -4.97362 1.30044 5.01180
H -6.14680 3.19597 3.87117
H -5.23925 4.03189 1.71415
H -3.70623 4.06139 -0.00644
H 1.49367 2.22298 -3.05847
H 2.24350 2.83275 -5.34916
H 1.15742 4.71309 -6.53878
H -0.68357 5.95897 -5.44973
H -1.44699 5.30207 -3.17743
C 0.01206 5.44320 1.16041
C 1.22251 5.18443 2.06314
C 2.46655 5.84774 1.47900
C 1.39194 3.69925 2.31422
C 0.61031 3.07860 3.28721
C 0.70341 1.71745 3.52540
C 1.59656 0.92491 2.80686
C 1.68714 -0.55414 3.05806
C 2.37468 1.53996 1.83148
C 2.27022 2.90537 1.58427
H -0.13193 6.51498 0.99992
H -0.90258 5.03390 1.59324
H 0.15869 4.96357 0.19122
H 1.01938 5.64356 3.03651
H 2.61620 5.55094 0.43812
H 3.36647 5.58588 2.03886
H 2.35560 6.93387 1.49546
H -0.10171 3.67074 3.85354
H 0.05967 1.25972 4.26880
H 1.85798 -0.77066 4.11492
H 2.49094 -1.00338 2.47547
H 0.75736 -1.04664 2.76340
H 3.05886 0.93970 1.24346
H 2.87030 3.34009 0.79544
C -0.66824 -5.91227 0.10768
Si -0.47093 -4.13002 0.68015
C 0.51558 -4.20040 2.27537
C -2.18026 -3.46748 1.05076
Si 0.58615 -2.92667 -1.00188
Te 0.69643 -0.44228 -1.08739
Si -0.37133 -3.60027 -3.02220
C 0.10796 -2.43079 -4.40052
C -2.24255 -3.58516 -2.86512
C 0.15924 -5.32661 -3.56249
Si 2.82669 -3.57197 -1.03293
C 3.05982 -5.44148 -0.93639
C 3.62500 -2.96551 -2.61680
C 3.74518 -2.81524 0.41337
H -1.12376 -6.50191 0.90976
H 0.29342 -6.36502 -0.14551
H -1.31161 -5.98533 -0.77184
H -0.01420 -4.82622 3.00040
H 0.66758 -3.21491 2.71881
H 1.50164 -4.64093 2.10348
H -2.57604 -3.91087 1.96955
H -2.86840 -3.69483 0.23286
H -2.16294 -2.38241 1.16817
H -0.25856 -1.42256 -4.19956
H -0.31359 -2.78318 -5.34736
H 1.19369 -2.36334 -4.50768
H -2.58095 -2.63223 -2.44966
H -2.59805 -4.38228 -2.20637
H -2.71251 -3.71742 -3.84434
H 1.23900 -5.36097 -3.73333
H -0.33789 -5.59436 -4.49999
H -0.08095 -6.08843 -2.81808
H 2.51615 -5.95555 -1.73315
H 2.69274 -5.83122 0.01751
H 4.11891 -5.70345 -1.02086
H 3.21679 -3.48279 -3.48980
H 4.70662 -3.12920 -2.59629
H 3.43465 -1.89644 -2.74332
H 3.33693 -3.15058 1.37014
H 3.66491 -1.72539 0.37778
H 4.80401 -3.08943 0.37556
*
```

Calculated values
frontier orbital gap	7.06	eV

=====

No. 2
Here is C3H4NO2 as an isolated structure in a non-equilibrium geometry from OMol25. Energies are from wB97M-V/def2-TZVPD.

Structure (ORCA input):
```
! wB97M-V def2-TZVPD RIJCOSX def2/J DEFGRID3
* xyz 1 1
C 0.08985 1.09625 -0.06580
C -0.84633 2.10704 0.28768
C 2.47032 0.53586 -0.06571
N 1.28715 0.60206 -0.19015
O -1.02338 0.96228 -0.61141
O 3.56785 0.29104 -0.03345
H -1.39789 2.01958 1.28910
H -0.89327 3.07036 -0.10605
H -1.24159 -5.41513 -0.31119
H -2.01271 -5.26935 -0.19302
*
```

Calculated values
energy above the lowest of the compared OMol25 structures with the same formula, charge and spin	84.27	kcal per mole
frontier orbital gap	9.73	eV

=====

No. 3
Here is a 3-piece molecular cluster, C5H14NO2 overall in a non-equilibrium geometry from OMol25. Energies are from wB97M-V/def2-TZVPD.

Structure (ORCA input):
```
! wB97M-V def2-TZVPD RIJCOSX def2/J DEFGRID3
* xyz 1 1
C 3.06377 0.65662 -1.11821
C 2.28683 -0.61297 -0.80410
C 1.28718 -0.49403 0.35409
C 0.05688 0.00143 0.01669
N -1.07824 -0.21177 0.77881
C -2.08309 0.60778 0.62069
H 3.63387 0.41598 -2.10419
H 3.96030 0.84359 -0.50884
H 2.56249 1.59972 -1.17428
H 3.01829 -1.24026 -0.43003
H 1.66667 -0.80240 -1.67201
H 1.54743 -1.05700 1.21031
H 0.10018 0.57851 -0.85518
H -1.08114 -1.03608 1.44605
H -2.03320 1.38708 -0.11782
H -2.94093 0.74195 1.30147
H -1.09010 3.56847 1.85345
H -2.36258 3.61856 2.41812
O -1.94741 2.98295 1.87370
H -1.84225 -3.66680 -1.25062
H -0.50735 -3.56735 -2.08046
O -1.14676 -3.08977 -1.61152
*
```

Calculated values
energy above the lowest of the compared OMol25 structures with the same formula, charge and spin	87.57	kcal per mole
frontier orbital gap	8.64	eV

=====

No. 4
Here is one molecule with the formula C5H10N2 from OMol25. Energies are from wB97M-V/def2-TZVPD.

Structure (ORCA input):
```
! wB97M-V def2-TZVPD RIJCOSX def2/J DEFGRID3
* xyz 0 1
C 1.94331 0.32583 0.79214
C 1.03764 1.46822 0.44850
N 0.19046 1.03867 -1.35216
C -0.32427 1.05032 0.03416
C -0.96833 -0.25915 0.45324
C -2.01019 -0.91861 -0.36357
N -0.70752 -1.55806 -0.16310
H 2.94311 0.46493 0.36509
H 1.59721 -0.70534 0.61818
H 2.08258 0.44399 1.87868
H 0.69338 1.89774 -1.56193
H 0.79255 0.24491 -1.54353
H -1.07301 1.84656 0.11320
H -1.06792 -0.32890 1.53631
H -2.84670 -1.42055 0.11701
H -2.22568 -0.49163 -1.34158
H -0.15434 -1.47423 -1.01149
*
```

Calculated values
energy above the lowest of the compared OMol25 structures with the same formula, charge and spin	107.84	kcal per mole
frontier orbital gap	8.98	eV

=====

No. 5
Here is C31H38F7N9O4S2 as an isolated structure in a non-equilibrium geometry from OMol25. Energies are from wB97M-V/def2-TZVPD.

Structure (ORCA input):
```
! wB97M-V def2-TZVPD RIJCOSX def2/J DEFGRID3
* xyz 0 1
C 0.79309 -3.96827 1.83198
C 0.43503 -3.21287 0.79122
C 0.76225 -1.75116 0.79946
C 2.03616 -1.19761 0.33701
S 3.27730 -2.30861 -0.33389
O 4.54382 -1.65041 -0.39205
O 3.33374 -3.49623 0.46285
C 2.80150 -2.69341 -2.11504
F 3.68117 -2.02719 -2.87660
F 1.58756 -2.16518 -2.35614
C 2.90413 -4.18282 -2.54396
F 3.98982 -4.75625 -1.99544
F 3.07896 -4.22003 -3.87984
C 1.69326 -5.10209 -2.21851
F 1.94787 -6.28222 -2.82629
F 0.54412 -4.64370 -2.69993
F 1.60929 -5.35363 -0.91962
C 2.24736 0.15258 0.40743
O 3.37141 0.79459 -0.00788
C 3.16246 1.71989 -1.09633
C 2.34800 1.17057 -2.27113
C 1.20459 0.98025 0.93171
N 1.25487 2.31229 1.08861
S -0.13572 2.78034 1.68496
N -0.91875 1.36521 1.80818
C -0.04653 0.47013 1.35652
C -0.22855 -0.93799 1.27099
O -1.43906 -1.45429 1.66425
C -2.32766 -1.59075 0.51437
C -3.54867 -0.72594 0.67565
C -4.46618 -0.90267 -0.53731
C -4.96628 -2.34352 -0.73078
H 0.16628 -4.77418 2.19786
H 1.73107 -3.81188 2.34859
H -0.06250 -3.64535 -0.06956
H 4.15385 1.97681 -1.45607
H 2.70489 2.64172 -0.75100
H 1.34947 1.60188 -2.30030
H 2.27014 0.09062 -2.27407
H 2.86055 1.44894 -3.18959
H -1.80989 -1.25919 -0.38816
H -2.54448 -2.64957 0.39274
H -4.06242 -0.91284 1.61960
H -3.23724 0.31835 0.68820
H -3.87186 -0.61527 -1.40101
H -5.32912 -0.23963 -0.48890
H -5.77721 -2.33634 -1.45793
H -4.18510 -2.98342 -1.13765
H -5.33854 -2.72894 0.21825
C 5.98067 0.00018 2.37325
C 5.87888 1.05121 3.38040
N 5.79895 1.87725 4.16943
H 5.39276 0.27100 1.49659
H 7.02211 -0.13090 2.08576
H 5.60063 -0.93277 2.78511
C -3.77266 3.56863 -0.74126
C -3.17545 2.37048 -1.31974
N -2.71656 1.42465 -1.77244
H -3.26887 4.45346 -1.13149
H -4.82807 3.62076 -0.99231
H -3.67107 3.54698 0.34175
C -6.95027 6.61929 -0.76704
C -6.65393 5.27676 -0.28645
N -6.42156 4.22004 0.08729
H -8.01578 6.71435 -0.96912
H -6.66338 7.35026 -0.01527
H -6.39127 6.81394 -1.67903
C -3.60756 9.26797 0.69746
C -3.88139 8.49083 -0.50656
N -4.09625 7.88436 -1.45242
H -4.53602 9.46547 1.22982
H -2.93422 8.71413 1.34839
H -3.14401 10.21436 0.42707
C 3.94888 -8.57652 -3.34190
C 4.66181 -9.74670 -3.84349
N 5.22002 -10.66404 -4.23655
H 4.47588 -7.66970 -3.63198
H 2.94343 -8.55074 -3.75564
H 3.88565 -8.61880 -2.25640
C 8.05467 3.82605 2.59791
C 8.33869 3.83356 1.16663
N 8.55647 3.83925 0.04342
H 8.88996 3.38559 3.13883
H 7.90077 4.84422 2.94968
H 7.15868 3.24292 2.79537
C -6.33236 -1.10559 3.94304
C -6.59677 -1.88072 2.73646
N -6.80450 -2.48356 1.78673
H -7.26406 -0.91935 4.47337
H -5.65483 -1.65551 4.59322
H -5.87631 -0.15376 3.67662
*
```

Calculated values
frontier orbital gap	7.82	eV

=====

No. 6
Here is C31H41N6OPPdS as an isolated structure in a non-equilibrium geometry from OMol25. Energies are from wB97M-V/def2-TZVPD.

Structure (ORCA input):
```
! wB97M-V def2-TZVPD RIJCOSX def2/J DEFGRID3
* xyz -1 2
Pd -0.30722 0.25212 -1.48789
O 3.23277 -1.05190 0.60113
N 3.10032 -1.88393 1.59158
C 2.62981 -3.12473 1.30526
C 2.41080 -4.06872 2.27053
C 2.68746 -3.73446 3.59854
C 3.16383 -2.47917 3.88000
C 3.38294 -1.50701 2.88444
S 3.96761 0.06443 3.26418
H 2.42795 -3.26503 0.25349
H 2.02235 -5.03550 1.98690
H 2.52403 -4.44798 4.39550
H 3.37774 -2.17676 4.89536
C -2.97693 2.93334 -0.95510
C -2.39160 2.93778 0.42928
C -2.18437 4.13310 1.10958
C -1.56608 4.16490 2.35166
C -1.14935 2.97002 2.92754
C -1.34753 1.75556 2.28530
C -0.91336 0.45897 2.91120
C -1.97548 1.72599 1.01971
N -2.00315 0.53445 0.33366
C -3.08434 -0.12318 -0.05405
C -4.45652 0.17917 0.49934
C -2.92317 -1.22883 -0.93167
C -4.08551 -2.15979 -1.17526
N -1.75814 -1.42685 -1.55067
C -1.42919 -2.65539 -2.11337
C -1.30642 -3.78107 -1.29140
C -1.55900 -3.64019 0.18419
C -0.91757 -4.99628 -1.84572
C -0.64634 -5.11074 -3.20000
C -0.76167 -3.98633 -4.01069
C -1.14783 -2.75986 -3.48864
C -1.26153 -1.54519 -4.35979
H -2.92438 3.93060 -1.39516
H -4.02561 2.62259 -0.95560
H -2.42810 2.23343 -1.59143
H -2.49417 5.06093 0.63869
H -1.40576 5.10682 2.86167
H -0.66485 2.97602 3.89892
H -0.28291 0.63378 3.78422
H -0.37105 -0.15483 2.18909
H -1.77751 -0.13549 3.21951
H -4.41485 1.02962 1.17963
H -4.85657 -0.67570 1.05285
H -5.17807 0.41005 -0.29099
H -4.92947 -1.62371 -1.62124
H -4.45269 -2.62176 -0.25164
H -3.79711 -2.95819 -1.85659
H -1.16750 -2.68765 0.54663
H -1.08220 -4.45432 0.73219
H -2.63048 -3.65174 0.41959
H -0.81440 -5.86020 -1.19637
H -0.33994 -6.06156 -3.61850
H -0.54612 -4.05868 -5.07137
H -1.00201 -1.78181 -5.39295
H -0.60742 -0.74530 -3.99301
H -2.27310 -1.13265 -4.33446
C 2.76004 3.19300 1.16676
N 2.94268 1.75241 0.78711
C 4.05848 1.65549 -0.22576
N 3.82535 2.49090 -1.36692
C 3.59735 3.86292 -0.94337
N 2.49364 4.00775 -0.00360
C 1.18490 3.73245 -0.65312
P 1.05006 1.98631 -1.30129
C 1.61776 1.26460 0.28348
C 2.70398 1.98274 -2.16518
H 3.68200 3.53009 1.64488
H 1.93117 3.25121 1.87151
H 3.26325 1.12219 1.59002
H 4.14117 0.60576 -0.48254
H 4.95927 1.96970 0.30478
H 3.39141 4.47923 -1.81987
H 4.50872 4.22855 -0.46108
H 1.05410 4.45560 -1.46144
H 0.37951 3.89774 0.06918
H 1.72063 0.18799 0.18021
H 0.88901 1.49152 1.05970
H 2.62823 2.57765 -3.08018
H 2.90823 0.95303 -2.46102
*
```

Calculated values
energy above the lowest of the compared OMol25 structures with the same formula, charge and spin	0.00	kcal per mole
frontier orbital gap (alpha / beta)	5.29 / 5.90	eV